1.
Computed, not measured: a cluster of 2 separate species, C2H8NO3PS in total, with ωB97M-V with the def2-TZVPD basis set.

CARTESIAN COORDINATES (ANGSTROEM)
1 C 1.76 0.21 -1.62
2 O 0.45 -0.30 -1.52
3 P -0.69 0.16 -0.49
4 N -2.04 -0.78 -0.96
5 O -0.07 -0.79 0.68
6 C -0.62 -0.87 2.01
7 H 2.06 0.74 -2.56
8 H 2.41 -0.59 -1.32
9 H 1.84 0.99 -0.91
10 H -1.98 -1.77 -0.83
11 H -2.90 -0.26 -0.86
12 H -0.96 0.05 2.25
13 H 0.15 -1.15 2.72
14 H -1.29 -1.61 2.23
15 O 1.28 3.35 0.04
16 S 0.61 2.63 1.13

As for the largest force on an atom: 3.62 eV Å⁻¹. The spin multiplicity is 1. For the molecular weight, the calculation gives 157.13 u. As for the structure (SMILES): COP(N)OC.O=S. For the HOMO energy (alpha / beta), the calculation gives -0.3165 / -0.3101 hartree. The calculation puts the relative energy (zero: lowest compared OMol25 entry of this formula, charge and spin) at 3.7804 eV.

Atomic partial charges in e from the Löwdin method, atoms 1 to 5:
1 C -0.130
2 O -0.375
3 P 0.694
4 N -0.124
5 O -0.379

2.
Computed, not measured: a structure of composition C2H8NO3PS2, with ωB97M-V with the def2-TZVPD basis set.

CARTESIAN COORDINATES (ANGSTROEM)
1 C -0.23 1.89 0.14
2 C 0.19 -3.11 0.16
3 N 2.64 0.64 -0.68
4 O 1.93 -0.35 -3.11
5 O -0.36 -0.45 -1.22
6 O 2.08 -2.03 -1.26
7 P 2.15 -0.46 -1.71
8 S -0.83 0.94 -1.33
9 S 1.80 -2.36 0.35
10 H -0.55 2.97 -0.11
11 H 0.95 1.88 0.05
12 H -0.56 1.57 1.14
13 H 0.28 -4.10 -0.15
14 H -0.37 -2.43 -0.41
15 H -0.34 -3.19 1.07
16 H 3.23 0.17 0.00
17 H -0.04 1.77 -2.12

As for the largest force on an atom: 3.00 eV Å⁻¹. The spin multiplicity is 1. For the molecular weight, the calculation gives 189.20 u. For the HOMO energy, the calculation gives -0.3314 hartree. The calculation puts the relative energy (zero: lowest compared OMol25 entry of this formula, charge and spin) at 0.0000 eV.

Atomic partial charges in e from the Löwdin method, atoms 1 to 5:
1 C -0.308
2 C -0.357
3 N -0.164
4 O -0.261
5 O -0.644

3.
Computed, not measured: a cluster of 2 separate species, C2H8NO4 in total, with ωB97M-V with the def2-TZVPD basis set.

CARTESIAN COORDINATES (ANGSTROEM)
1 C 0.87 0.87 -0.03
2 C -0.87 -0.62 -0.24
3 N 1.95 -0.12 0.40
4 O -1.26 -0.62 -1.59
5 O -0.42 -1.80 0.14
6 O -2.14 1.15 0.13
7 O -1.55 -0.02 0.75
8 H 1.25 1.34 -0.99
9 H 0.65 1.60 0.83
10 H 2.84 0.27 0.30
11 H 1.92 -0.98 -0.17
12 H 1.60 -0.32 1.44
13 H -1.69 0.26 -1.71
14 H -0.88 -2.60 -0.20
15 H -2.27 1.60 0.94

As for the largest force on an atom: 4.53 eV Å⁻¹. The spin multiplicity is 1. For the molecular weight, the calculation gives 110.09 u. The total charge is +1. For the HOMO energy, the calculation gives -0.4825 hartree. The calculation puts the relative energy (zero: lowest compared OMol25 entry of this formula, charge and spin) at 6.1684 eV.

Atomic partial charges in e from the Löwdin method, atoms 1 to 5:
1 C -0.035
2 C -0.502
3 N 0.095
4 O 0.117
5 O 0.127

4.
Computed, not measured: a structure of composition C2H8NO6P2PmSe2Te2, with ωB97M-V with the def2-TZVPD basis set.

CARTESIAN COORDINATES (ANGSTROEM)
1 Pm 1.40 1.74 0.62
2 Se 4.06 1.17 2.24
3 Te 4.73 2.10 0.11
4 Te 2.99 4.41 -0.38
5 Se 1.43 4.76 1.51
6 N -1.82 -1.60 0.60
7 C -0.87 -0.87 -0.37
8 C -1.02 -1.47 -1.76
9 P -1.16 0.96 -0.31
10 O -2.61 1.10 -0.88
11 O -0.19 1.82 -1.07
12 O -1.05 1.32 1.21
13 P 0.86 -1.41 0.18
14 O 0.67 -1.16 1.79
15 O 1.27 -2.80 -0.13
16 O 1.81 -0.26 -0.30
17 H -2.75 -1.66 0.17
18 H -1.87 -1.05 1.46
19 H -1.44 -2.55 0.81
20 H -2.06 -1.23 -2.05
21 H -0.91 -2.57 -1.66
22 H -0.30 -1.04 -2.45
23 H -2.64 1.82 -1.54
24 H 1.47 -1.52 2.19

As for the largest force on an atom: 3.66 eV Å⁻¹. The spin multiplicity is 5. For the molecular weight, the calculation gives 762.15 u. As for the expectation value of S²: 6.0074. For the HOMO energy (alpha / beta), the calculation gives -0.2356 / -0.2369 hartree.

Atomic partial charges in e from the Löwdin method, atoms 1 to 5:
1 Pm 1.071
2 Se -0.345
3 Te 0.105
4 Te 0.082
5 Se -0.329